(1)
{
  "formula": "C4H2N2O",
  "method": "ωB97M-V with the def2-TZVPD basis set",
  "elements": ["C", "C", "C", "C", "N", "N", "O", "H", "H"],
  "positions_angstrom": [[-1.6267, -1.2978, -0.3787], [-0.6216, -0.7468, 0.2165], [0.7034, -0.1206, 0.2177], [1.9239, -0.6141, 0.1278], [2.9388, -1.2006, 0.2023], [0.6091, 1.2484, 0.3236], [-0.6496, 1.6638, 0.1645], [-2.6505, -1.6548, -0.8264], [-0.6267, 2.7224, -0.0474]],
  "forces_ev_per_a": [[2.670, 2.194, 2.275], [-3.879, -3.934, -4.461], [-7.152, 6.573, 1.222], [6.670, -4.219, 0.808], [-2.189, 1.567, -0.546], [1.546, -2.864, -1.268], [-0.749, 3.650, -0.470], [2.717, 0.851, 1.369], [0.365, -3.818, 1.071]],
  "nbo_charge": [-0.15, -0.07, -0.06, 0.23, -0.23, 0.01, -0.51, 0.28, 0.50],
  "charge": 0,
  "e_lumo_ev": -0.8,
  "homo_energy_ev": -9.603,
  "spin_multiplicity": 1,
  "gap_ha": 0.32293,
  "energy_ha": -338.1581,
  "smiles": "C#C/C(C#N)=N\\O"
}

=====

(2)
{
  "formula": "C5H10O",
  "method": "ωB97M-V with the def2-TZVPD basis set",
  "elements": ["C", "C", "C", "H", "H", "H", "H", "H", "H", "C", "C", "O", "H", "H", "H", "H"],
  "positions_angstrom": [[1.3679, 1.0836, 0.0045], [0.4555, 1.0056, -0.9605], [-0.8503, 1.7465, -0.9779], [2.3091, 0.5412, -0.0524], [1.2035, 1.6952, 0.8908], [0.6507, 0.3670, -1.8233], [-1.6890, 1.0618, -1.1521], [-0.8463, 2.4845, -1.7891], [-1.0165, 2.2780, -0.0340], [0.3037, -2.1143, 0.9823], [-0.8862, -1.2596, 0.6117], [-1.5529, -1.3974, -0.3875], [1.1381, -1.4872, 1.3187], [0.6132, -2.7430, 0.1413], [-0.0100, -2.7283, 1.8285], [-1.1903, -0.5335, 1.3991]],
  "forces_ev_per_a": [[-0.091, -0.013, -0.074], [0.101, 0.055, 0.043], [0.040, 0.026, 0.045], [-0.165, 0.079, -0.012], [0.026, -0.051, -0.145], [0.005, 0.106, 0.128], [0.176, 0.116, 0.028], [-0.056, -0.106, 0.100], [0.028, -0.073, -0.155], [-0.049, 0.272, -0.309], [-0.247, -0.428, -0.021], [0.397, 0.093, 0.432], [-0.206, -0.101, -0.063], [-0.102, 0.103, 0.210], [0.068, -0.116, 0.020], [0.075, 0.037, -0.229]],
  "nbo_charge": [-0.43, -0.15, -0.66, 0.20, 0.19, 0.20, 0.24, 0.22, 0.21, -0.72, 0.46, -0.54, 0.23, 0.23, 0.23, 0.10],
  "charge": 0,
  "e_lumo_ev": 1.1,
  "homo_energy_ev": -9.657,
  "spin_multiplicity": 1,
  "gap_ha": 0.39517,
  "energy_ha": -271.7059,
  "smiles": "C=CC.CC=O"
}

=====

(3)
{
  "formula": "C14H26AsN5OReS4Si",
  "method": "ωB97M-V with the def2-TZVPD basis set",
  "elements": ["Re", "C", "C", "C", "C", "C", "C", "N", "N", "Si", "C", "C", "C", "H", "H", "H", "H", "H", "H", "H", "H", "H", "H", "H", "H", "H", "H", "H", "S", "As", "S", "S", "S", "C", "C", "C", "N", "H", "H", "H", "H", "H", "C", "N", "C", "N", "O", "H", "H", "H", "H", "H", "H"],
  "positions_angstrom": [[-0.3490, -0.4810, 0.6208], [1.6209, -0.4556, 4.3123], [2.2890, -0.5438, 2.9852], [3.6931, -0.7159, 2.9409], [4.3671, -0.7682, 1.7499], [3.6567, -0.6172, 0.5555], [2.2977, -0.4290, 0.6701], [1.6158, -0.4046, 1.8427], [1.3491, -0.2527, -0.3084], [1.7198, 0.5083, -2.0542], [0.3074, 0.0768, -3.1381], [1.8982, 2.2767, -1.6259], [3.2573, -0.1876, -2.7322], [2.2722, -0.8345, 5.0955], [0.7046, -1.0264, 4.3419], [1.3855, 0.5890, 4.5368], [4.2191, -0.8263, 3.8793], [5.4383, -0.9203, 1.7312], [4.1433, -0.6574, -0.4037], [-0.6035, -0.2196, -2.6191], [0.6003, -0.7424, -3.7991], [0.0705, 0.9325, -3.7791], [1.2642, 2.6098, -0.8029], [1.6751, 2.8957, -2.5015], [2.9361, 2.4777, -1.3493], [3.3278, -1.2764, -2.6815], [4.1620, 0.2649, -2.3284], [3.2115, 0.0732, -3.7979], [-3.4054, -1.8438, 4.2251], [-1.5119, -1.3494, 3.3885], [-1.2509, 0.6020, 2.4489], [-0.5955, -2.5247, 1.8147], [-1.5975, -1.7689, 5.4669], [-3.2725, 3.7504, -1.2627], [-1.9028, 3.2715, -1.7739], [-1.4147, 2.0893, -1.0349], [-1.0464, 1.1719, -0.4546], [-3.5648, 4.6164, -1.8520], [-3.2204, 4.0466, -0.2165], [-4.0335, 2.9813, -1.3866], [-1.1399, 4.0451, -1.6582], [-1.9318, 2.9998, -2.8302], [-4.0221, -1.0592, 0.2239], [-3.4247, -2.2545, -0.3723], [-2.2057, -2.3545, -0.8425], [-1.7843, -3.4326, -1.4803], [-1.3521, -1.3530, -0.7618], [-5.0826, -1.0521, -0.0143], [-3.5725, -0.1652, -0.1991], [-3.9124, -1.0552, 1.3050], [-4.0321, -3.0511, -0.5118], [-2.3991, -4.2046, -1.6936], [-0.8543, -3.4514, -1.8684]],
  "forces_ev_per_a": [[2.596, 0.078, 0.688], [0.088, 0.162, -0.051], [0.491, 0.062, 0.191], [-0.477, 0.018, 0.300], [0.011, -0.006, -0.135], [-0.372, 0.076, 0.055], [0.709, 0.187, 0.492], [0.112, -0.334, -0.588], [-1.608, -0.077, -0.443], [-0.229, -0.289, 0.660], [-0.475, -0.212, -0.199], [0.076, 0.578, 0.143], [0.389, -0.289, -0.171], [0.015, 0.028, 0.004], [0.013, -0.130, 0.050], [-0.039, -0.024, 0.012], [-0.005, 0.023, -0.020], [-0.004, 0.003, -0.003], [0.013, 0.013, -0.042], [0.059, 0.067, -0.137], [-0.052, 0.020, -0.009], [0.022, -0.068, 0.009], [0.052, 0.032, -0.030], [0.056, -0.019, 0.043], [-0.054, 0.076, 0.028], [0.024, 0.042, -0.023], [0.033, -0.033, -0.057], [0.113, -0.032, 0.039], [-0.197, -0.102, 0.274], [-0.040, -0.036, -0.135], [-0.082, 0.135, -0.323], [0.003, 0.209, -0.202], [-0.213, -0.116, 0.301], [0.067, -0.054, 0.000], [0.131, -0.403, 0.331], [-0.334, 0.650, -0.365], [0.033, 0.090, 0.000], [-0.011, 0.000, 0.017], [-0.010, 0.005, -0.023], [0.016, 0.022, -0.006], [0.031, 0.005, 0.034], [-0.015, -0.052, -0.033], [-0.021, -0.004, -0.133], [-0.295, 0.081, 0.093], [0.690, -0.024, -0.264], [-0.021, -0.079, 0.023], [-1.355, -0.254, -0.502], [0.005, -0.015, -0.006], [0.030, 0.004, -0.012], [0.038, -0.017, 0.102], [-0.028, 0.023, 0.026], [0.030, -0.016, -0.022], [-0.007, -0.007, 0.018]],
  "nbo_charge": [1.14, -0.65, 0.31, -0.22, -0.08, -0.22, 0.32, -0.46, -0.71, 1.81, -1.18, -1.17, -1.18, 0.27, 0.19, 0.27, 0.26, 0.27, 0.26, 0.24, 0.28, 0.27, 0.24, 0.28, 0.28, 0.27, 0.27, 0.29, -0.02, 0.87, -0.11, -0.20, 0.03, -0.59, -0.53, 0.63, -0.51, 0.27, 0.23, 0.22, 0.29, 0.29, -0.42, -0.54, 0.82, -0.74, -0.66, 0.27, 0.22, 0.20, 0.44, 0.44, 0.44],
  "charge": 3,
  "e_lumo_ev": [-11.3, -11.6],
  "homo_energy_ev": [-17.617, -17.440],
  "spin_multiplicity": 1,
  "gap_ha": [0.23177, 0.21359],
  "energy_ha": -5093.5341
}